# 1
ORCA calculation (ωB97M-V/def2-TZVPD) on a cluster of 7 separate species, C43H92FN10O8 in total at a distorted geometry.

The geometry in XYZ format:
```
154
C43H92FN10O8 (ωB97M-V/def2-TZVPD)
C 6.85384 1.68095 -3.98007
C 2.53303 -9.41974 2.45555
C 0.96832 -0.26366 4.69140
C -2.67509 -0.58150 1.14514
C 1.26667 0.50871 -4.10456
H 3.18135 4.16089 1.76630
H 8.65276 1.21015 -6.79488
H 3.77806 2.64397 7.98249
H 4.31874 1.39619 2.47925
H 7.43332 3.01410 6.28054
C 0.69422 0.46341 0.66511
H -0.02274 3.59011 -3.18289
H 4.14803 -3.26831 -3.40913
H 3.77644 -4.42463 -6.48944
C -2.05827 3.65034 -3.97149
C 7.73416 1.28263 -6.18696
H 2.96362 -7.54573 0.77198
H 2.02950 -0.27574 4.95466
H -5.00268 -1.28145 2.28879
C -1.21238 -6.81840 -1.75617
C -0.52218 3.53592 -4.15666
O 4.21220 1.13855 5.71947
C 4.08239 -1.66480 -6.38176
O 6.62833 1.12252 -6.67016
C 6.64853 3.53116 6.82922
N 5.37601 2.85727 6.65464
H 0.68944 -4.26589 -2.26620
H -4.26725 1.50860 0.43049
H -0.91891 1.04700 3.25552
H -2.76874 3.06974 0.24973
H 2.09212 -10.18151 3.09502
O -4.82991 -0.51998 -1.35627
H -5.19924 0.92312 1.82768
H 1.04592 1.77222 2.38401
N -2.63665 0.07022 2.36594
H -3.57845 1.60001 3.43187
H 1.59042 -7.99263 -0.27114
H -0.74494 1.99933 -5.71413
H 1.36841 -6.79272 1.01439
H -2.48945 2.22948 2.22985
H 7.20422 1.90300 -2.97425
C -9.01230 1.46665 0.77956
C -3.03575 4.08574 0.55127
H -3.48349 4.13420 2.73370
H -5.46106 2.97080 2.78238
C -5.06432 3.03421 1.76870
H -0.79361 -6.04156 0.63539
N 7.97948 1.55876 -4.89134
H -9.54359 3.81140 3.14332
C 3.21835 -3.91390 -5.70206
N -0.69584 -5.52487 -1.33639
C 4.34349 -2.43499 -4.10762
H -2.08905 4.58493 0.80876
H -11.29559 3.01430 0.44522
C 1.63068 1.33161 1.56692
H -0.15740 4.36133 -4.77767
N -3.46092 -1.56809 0.90257
C 0.20982 -9.09256 1.75024
H -8.21848 1.95699 0.21376
C 4.00630 2.41920 2.71168
C 9.32382 1.73603 -4.38061
C -0.51399 -5.22114 -0.04324
H -1.40867 -7.45001 -0.89168
H 2.21046 -3.69404 -6.06277
H 0.01192 -9.89982 2.47353
C -3.46947 -2.21590 -0.39074
H 3.14979 -4.56879 -4.83457
N -1.77415 -0.12023 0.19489
C -3.70149 4.89770 -0.58803
H 1.35821 -0.29675 -3.37438
H -3.42136 2.76645 -2.50416
H 0.76477 0.88035 -0.34344
H -0.56694 -4.92857 -3.33867
H 6.57294 4.55605 6.46023
C -0.54481 -1.07578 2.94905
H -3.89412 -3.21878 -0.34252
C -0.36541 -4.53297 -2.34659
H 0.35873 -0.77630 5.45170
C -4.34677 -2.09219 1.96064
H -2.32834 4.67867 -4.23057
C -3.99966 4.15662 1.76502
N 0.82769 -0.96071 3.40635
C -11.09945 2.66803 1.46173
O 4.90889 -1.41983 -3.75262
H -3.69342 5.93768 -0.23967
C -4.15143 -1.41979 -1.48177
H -2.13961 -6.67575 -2.31504
H 1.35919 0.04383 -5.09994
H -0.96044 -3.63155 -2.18639
H -3.78034 -2.41455 2.83355
H 0.90878 2.40442 -5.29031
H -1.17352 -1.53989 3.73718
H 2.09771 1.21718 -3.99421
H 5.14912 -1.46950 -6.49469
H 4.89257 2.92326 3.11155
C -0.75818 0.58292 1.06975
H -3.76068 5.23990 -2.69158
H 9.42461 2.73705 -3.95533
H 6.28737 0.74779 -3.97118
H -2.15928 5.52537 -1.93962
C 3.47465 3.14925 1.46397
H 3.26113 -9.89032 1.79244
H 0.70914 0.79181 4.57715
O -0.08442 -4.15309 0.38020
H 3.04046 -8.68178 3.07954
C -0.09131 2.23983 -4.86573
C -8.94846 3.09748 2.55031
O 0.00430 1.13264 -3.96322
H -11.45168 3.41898 2.16577
H 1.59928 3.16985 0.41038
C -2.57591 3.46812 -2.49616
N 3.88932 -2.67789 -5.35491
H 9.51992 0.99484 -3.60272
H -5.90467 3.25172 1.11309
C 5.24984 1.74806 5.90374
H 6.20153 1.42221 5.45007
H 6.90953 3.55035 7.88911
H 3.23155 2.38786 3.48148
H 1.27667 -1.86604 3.43059
C -1.15669 0.28563 2.52152
H 1.02493 -0.58279 0.61222
H 2.31582 0.62699 2.03412
H 4.31619 3.26984 0.77078
C 2.32203 2.40603 0.73247
H -2.42140 -2.36185 -0.68211
H 10.05503 1.61488 -5.17761
F -3.84787 -1.85843 -2.70650
C -3.22348 1.43956 2.40596
O -0.68536 -8.56647 1.10688
H -8.56369 0.68682 1.39772
H 3.59386 -0.73958 -6.07339
O -7.75276 2.94536 2.73460
H -9.72745 1.02119 0.09241
N 1.50879 -8.76326 1.66356
H -11.64238 1.73678 1.63427
C -4.43986 1.65305 1.50506
H 4.45674 4.28601 7.87658
N -9.67620 2.43876 1.63044
H -4.49795 5.13203 1.72605
H 3.44355 3.64400 6.56133
H 3.66830 -1.99860 -7.33022
H -1.19157 -0.90298 -0.13210
H -1.02617 1.63956 0.89544
H -2.58965 2.94359 -4.61355
C -3.02283 4.84988 -1.98169
H -4.75396 4.58568 -0.61690
H -1.79513 2.99419 -1.89057
H -0.47957 -7.31138 -2.39759
H -0.53637 -1.79102 2.10964
H 2.71846 1.98722 -0.19449
C 1.88945 -7.70992 0.74026
H 6.19498 2.48089 -4.32335
H -4.99994 -2.87383 1.58065
C 4.19628 3.39480 7.31081
```

Output
LUMO ... -2.08 eV
Net charge ... +1

These are the Löwdin partial charges, in e, on atoms 1 to 4: -0.037 -0.048 -0.094 -0.319

---

# 2
ORCA calculation (ωB97M-V/def2-TZVPD) on a structure of composition C5H9AuMgO4 at a distorted geometry.

The geometry in XYZ format:
```
20
C5H9AuMgO4 (ωB97M-V/def2-TZVPD)
C 1.93511 0.35496 2.22959
O 1.05601 0.09482 1.14717
H 2.58291 -0.51337 2.41120
Mg -0.95446 0.46526 0.95678
O -2.70989 0.52379 -0.20851
C -2.48354 0.78964 -1.49782
H -0.14159 -1.69391 -0.70285
O -1.78548 -1.22818 1.36462
C 0.57606 -0.67698 -1.05669
H 1.00843 -0.96492 -2.02315
Au -3.25841 -0.37233 1.13947
H -3.36175 0.83357 -2.14939
C 1.66836 -0.31957 -0.07717
O -0.18456 0.53649 -1.18540
H -1.07050 0.44001 -3.10111
H 2.52436 1.25178 1.98851
H 2.30031 -1.19652 0.12459
H 2.24903 0.54553 -0.43512
C -1.27088 0.58823 -2.04125
H 1.32050 0.54171 3.11652
```

Output
LUMO (alpha / beta) ... -8.61 / -11.82 eV
Net charge ... +2
Relative energy (zero: lowest compared OMol25 entry of this formula, charge and spin) ... 54.62 kJ/mol
Multiplicity ... 3

These are the natural (NBO) partial charges, in e, on atoms 1 to 4: -0.263 -0.670 0.224 1.799

---

# 3
ORCA calculation (ωB97M-V/def2-TZVPD) on a cluster of 6 separate species, C24H63N12O3P3 in total at a distorted geometry.

The geometry in XYZ format:
```
105
C24H63N12O3P3 (ωB97M-V/def2-TZVPD)
H -2.33968 0.71118 7.34131
H -0.35345 -2.38625 7.26291
C -1.41427 1.28638 7.31187
N 1.80987 5.36188 -3.61338
H 1.77442 -3.56949 0.70139
O 0.78563 0.51783 4.61088
H 1.65481 -2.31944 -1.01467
N -0.36268 0.36755 7.03471
C 4.26202 5.18947 -1.08697
H 2.52379 4.06759 -5.79451
H 3.09292 2.38185 -6.07659
H 0.01005 -6.45955 -4.15935
H 3.57839 5.18796 -0.23800
O 1.50991 3.62610 -1.59559
C 2.33990 -5.24923 -2.19575
C -2.70934 -5.73146 -2.53230
H -2.64094 -6.46994 -1.73351
N -7.05844 1.61585 2.58774
H 3.33089 1.16362 -2.71640
H 5.30550 5.08366 -0.79025
C -6.28694 2.44802 2.34007
H 3.05064 -4.88667 -2.93837
H 6.11323 4.51658 -2.74589
C 0.41450 5.19493 -4.22910
H 0.53491 -4.79780 1.10324
C 0.23367 -2.84631 6.46809
N 1.02162 -5.13199 -2.78884
H -1.19593 -0.62622 2.65183
H 2.56403 -6.27404 -1.89973
C 2.55249 1.29701 -3.46767
H 0.28519 -3.00254 1.18974
H -1.91587 -2.01681 3.46213
H 2.25809 -3.01739 5.03276
H -3.98817 2.36279 -4.32042
C 2.35510 6.68172 -3.68390
H 0.44753 4.53078 -5.09277
N 2.51979 2.75831 -3.99115
H 0.11188 0.51945 9.08962
H 1.45294 0.93655 8.05417
N 0.18889 -3.73099 -0.72670
P -0.01276 -0.34691 5.48846
C -2.55965 -1.40711 5.62153
H -2.93177 -0.58145 3.08104
H 0.97552 -3.45596 6.98391
C -1.98188 1.68720 -0.08245
H 0.38097 -2.34972 -2.34205
H -3.57996 -1.21168 5.29158
H 0.08374 6.10359 -4.73213
H 2.70712 0.59269 -4.28506
H -1.84337 -2.67035 -2.83521
O -0.09462 -6.29693 -0.67568
C 0.55642 0.31954 8.11467
H 0.15013 -1.67104 -0.67478
N -4.52206 -0.55514 -5.24115
H -3.69685 -5.27738 -2.61435
H 0.08065 1.00580 0.03142
H 0.53190 -4.98598 -4.72453
C -0.60959 1.77536 0.37704
H 5.19514 3.53354 -3.92216
H -2.82555 1.29324 -3.25891
C 5.15805 4.39627 -3.25702
P -0.21326 -5.09662 -1.59249
H 1.59408 7.36860 -4.05424
C -5.27365 3.43899 1.96549
N -1.60882 -0.59407 4.85653
H 1.77941 -1.72303 3.87045
H -1.34774 1.68723 8.32330
H 1.62469 1.01471 -2.97008
H -1.33041 -3.56010 -4.20166
H 0.76155 -3.19169 4.05074
H -1.46889 2.10767 6.59731
N 4.06808 4.34419 -2.26904
H -2.52722 -1.32873 6.70823
C 0.71890 -3.83241 0.63179
H -2.41499 -2.48579 5.56141
H -5.65470 4.11838 1.20303
C -1.94435 -0.93000 3.38373
H 2.54116 7.05693 -2.67757
H 2.39586 -4.59164 -1.32825
N -1.69134 -4.74568 -2.40165
H -2.98064 -3.61160 -3.60702
H 1.64677 2.55258 -5.86910
C 1.42894 -2.49402 4.55664
H 1.74286 -6.27257 -4.50864
H -5.03043 3.96176 2.89050
C 2.51574 3.04103 -5.42818
C 0.86734 -5.79206 -4.07199
H 0.81035 -0.74012 8.14188
C -4.13370 0.29875 -4.62821
H -0.08850 2.71916 0.21640
N -3.06652 1.62400 -0.46472
H -0.50092 -3.55075 6.07791
H 5.00707 5.31506 -3.82369
H -0.30349 4.76301 -3.53194
C 0.60636 -2.45386 -1.28070
H -2.58609 -6.28657 -3.46223
H -0.72130 1.43099 1.40516
N 0.73550 -1.87243 5.63937
C -1.93562 -3.65205 -3.29980
H -4.55991 1.45373 -3.00599
H 3.20740 6.79872 -4.35322
H 4.16056 6.22584 -1.40908
C -3.77811 1.44843 -3.76551
H -4.46912 2.85652 1.51653
P 2.43832 3.99081 -2.74584
```

Output
LUMO ... 0.34 eV
SMILES ... CN(C)P(=O)(N(C)C)N(C)C.CN(C)P(=O)(N(C)C)N(C)C.CN(C)P(=O)(N(C)C)N(C)C.CC#N.CC#N.CC#N
Relative energy (zero: lowest compared OMol25 entry of this formula, charge and spin) ... 418.80 kJ/mol

These are the Löwdin partial charges, in e, on atoms 1 to 4: 0.065 0.072 -0.126 -0.294

---

# 4
ORCA calculation (ωB97M-V/def2-TZVPD) on the ion C2H9N2 with charge +1 at a distorted geometry.

The geometry in XYZ format:
```
13
C2H9N2 (ωB97M-V/def2-TZVPD)
H -1.50592 -0.62877 -0.63581
H -0.57542 1.38592 1.32326
C 0.73236 -0.82253 0.82078
H -0.00202 2.33418 0.01341
H 1.36603 0.53186 -0.83041
H -0.11870 -1.05876 1.45394
H 1.55558 -0.51954 1.46518
H -1.02008 0.44005 -1.81696
C 0.42022 0.31491 -0.11948
H 1.04658 -1.71511 0.28747
H -0.31587 -1.07254 -1.71481
N -0.70171 -0.29187 -1.17674
N -0.04997 1.44161 0.46668
```

Output
LUMO ... -3.52 eV
SMILES ... C[C@H](N)[NH3+]
Net charge ... +1
Relative energy (zero: lowest compared OMol25 entry of this formula, charge and spin) ... 28.47 kJ/mol

These are the natural (NBO) partial charges, in e, on atoms 1 to 4: 0.430 0.407 -0.658 0.414